C16H16N4O2S2 | ωB97M-V/def2-TZVPD

Atoms and positions in Å:
S (2.46, 1.37, 1.63)
S (-2.49, 1.54, -0.37)
O (4.65, -1.30, 0.96)
O (2.04, 0.20, -1.77)
N (2.66, -1.21, -0.08)
N (-0.53, -1.13, -1.88)
N (1.75, 2.69, -0.56)
N (-0.39, 2.78, -1.55)
C (-0.08, -2.14, 0.06)
C (3.80, -0.62, 0.45)
C (-3.19, 0.00, 1.84)
C (0.90, 3.06, -1.50)
C (-0.85, 2.10, -0.52)
C (-1.40, -2.41, -0.29)
C (0.45, -1.34, -0.95)
C (-0.81, 0.90, 1.50)
C (-2.10, 0.74, 1.15)
C (3.80, 0.89, 0.48)
C (-2.70, -0.79, 3.05)
C (-0.41, -0.37, -3.09)
C (1.75, -0.70, -1.01)
C (-0.07, 1.67, 0.57)
C (1.29, 1.98, 0.45)
C (-1.64, -1.78, -1.49)
H (2.55, -2.18, 0.17)
H (-0.36, 0.49, 2.39)
H (-1.94, -1.50, 2.76)
H (-3.96, 0.71, 2.15)
H (-2.10, -3.01, 0.27)
H (-2.54, -1.76, -2.08)
H (1.31, 3.64, -2.32)
H (3.58, 1.35, -0.48)
H (0.52, -0.63, -3.61)
H (-3.66, -0.68, 1.13)
H (0.42, -2.47, 0.95)
H (-1.26, -0.59, -3.74)
H (4.75, 1.24, 0.89)
H (-2.29, -0.12, 3.81)
H (-0.38, 0.70, -2.88)
H (-3.53, -1.33, 3.50)

Results
**HOMO**: -8.530 eV
**E_LUMO**: 0.02 eV
**Relative energy (zero: lowest compared OMol25 entry of this formula, charge and spin)**: 0.000 eV
**Orbital gap**: 8.6 eV
**Structure (SMILES)**: CCc1cc2c(SCC(=O)NC(=O)c3cccn3C)ncnc2s1

---

C16H16N5O2PdTe4 | ωB97M-V/def2-TZVPD

Atoms and positions in Å:
Te (1.15, 2.99, 0.95)
Te (0.35, 1.47, 2.89)
Te (-0.37, 2.76, -1.77)
Te (-2.69, 2.70, -0.71)
Pd (-0.51, 1.02, 0.37)
O (-0.32, -2.54, 1.74)
O (2.25, 0.74, -1.46)
N (0.47, -1.92, 1.05)
N (-5.41, -3.93, -1.16)
N (-2.11, -0.41, 0.33)
N (1.58, -0.22, -0.73)
N (-5.79, -3.97, 1.04)
C (-6.39, -4.86, -0.88)
C (-8.02, -6.56, -1.20)
C (-3.32, -2.01, -0.96)
C (-7.57, -5.77, 1.06)
C (-4.07, -2.39, 0.16)
C (1.58, -2.24, 0.50)
C (-2.81, -0.77, 1.41)
C (-2.37, -1.03, -0.83)
C (3.74, -1.37, -0.56)
C (-8.25, -6.59, 0.19)
C (2.13, -3.63, 0.66)
C (2.27, -1.21, -0.30)
C (-6.64, -4.91, 0.50)
C (-5.08, -3.43, 0.00)
C (-3.80, -1.74, 1.36)
C (-7.09, -5.70, -1.75)
H (-5.69, -3.76, 2.02)
H (-4.34, -1.97, 2.27)
H (-8.99, -7.29, 0.57)
H (-6.91, -5.67, -2.82)
H (-8.58, -7.23, -1.84)
H (3.18, 0.48, -1.58)
H (2.89, -3.67, 1.44)
H (4.29, -0.51, -0.16)
H (-2.58, -0.26, 2.33)
H (2.58, -3.98, -0.27)
H (3.95, -1.44, -1.64)
H (4.14, -2.26, -0.10)
H (-1.77, -0.71, -1.68)
H (-7.76, -5.80, 2.13)
H (-3.51, -2.49, -1.91)
H (1.33, -4.31, 0.94)

Results
**HOMO (spin up / spin down)**: -10.562 / -10.557 eV
**Charge**: +1
**Spin multiplicity**: 5
**Expectation value of S²**: 6.061
**E_LUMO (spin up / spin down)**: -4.21 / -5.28 eV
**Orbital gap (spin up / spin down)**: 6.4 / 5.3 eV

---

C16H17AuFN7S | ωB97M-V/def2-TZVPD

Atoms and positions in Å:
Au (-0.56, 0.58, -0.48)
S (-0.34, -1.98, -1.00)
F (-0.66, 0.65, -2.40)
N (-0.43, 0.56, 1.53)
N (-2.69, 0.77, 0.15)
N (1.62, 0.79, 0.02)
N (3.90, 0.94, -0.32)
N (0.77, 0.51, 2.18)
N (-2.21, -2.08, -2.90)
N (-0.06, -2.29, -3.62)
C (5.76, 0.67, 2.83)
C (-5.15, 0.95, 1.36)
C (-4.00, 0.77, 2.13)
C (3.40, 0.48, 3.29)
C (5.51, 0.81, 1.49)
C (4.70, 0.50, 3.74)
C (-0.92, -2.10, -2.64)
C (-2.79, 0.69, 1.49)
C (-2.78, -2.22, -4.24)
C (-5.04, 1.04, -0.01)
C (1.78, 0.64, 1.39)
C (-3.78, 0.95, -0.59)
C (-1.52, 0.55, 2.21)
C (3.13, 0.63, 1.93)
C (4.20, 0.79, 1.04)
C (2.66, 0.94, -0.76)
H (-1.48, 0.48, 3.29)
H (-2.47, -3.16, -4.69)
H (-5.91, 1.20, -0.64)
H (-6.12, 1.02, 1.84)
H (-2.82, -1.98, -2.11)
H (-2.48, -1.38, -4.87)
H (-3.63, 1.04, -1.66)
H (-4.06, 0.70, 3.21)
H (2.58, 0.36, 3.98)
H (2.50, 1.07, -1.83)
H (4.91, 0.39, 4.79)
H (-0.34, -2.43, -4.58)
H (-3.86, -2.23, -4.15)
H (4.66, 1.07, -0.98)
H (6.33, 0.93, 0.78)
H (6.78, 0.68, 3.19)
H (0.93, -2.30, -3.41)

Results
**HOMO (spin up / spin down)**: -14.281 / -14.275 eV
**Charge**: +2
**E_LUMO (spin up / spin down)**: -8.13 / -8.14 eV
**Relative energy (zero: lowest compared OMol25 entry of this formula, charge and spin)**: 0.433 eV
**Orbital gap (spin up / spin down)**: 6.1 / 6.1 eV

---

C16H17BCl3NO3 | ωB97M-V/def2-TZVPD

Atoms and positions in Å:
Cl (-0.08, -3.90, 2.81)
Cl (-0.53, -3.46, -0.21)
Cl (2.03, -4.82, 0.75)
O (-2.98, -0.46, 1.22)
O (-2.71, -0.94, -0.98)
O (1.37, -2.19, 1.31)
N (-1.40, 1.68, -1.20)
C (-0.36, 2.93, -3.49)
C (-1.74, 1.05, -0.01)
C (3.50, -0.03, -0.68)
C (1.92, -1.66, 0.27)
C (-1.13, 3.04, -1.21)
C (2.92, 0.08, 1.69)
C (-3.46, -1.84, 1.31)
C (3.72, 1.21, 1.81)
C (4.29, 1.11, -0.54)
C (-0.58, 3.65, -2.31)
C (2.75, -0.52, 0.42)
C (-4.10, -1.98, 2.66)
C (-2.48, -0.18, -0.02)
C (-1.27, 0.98, -2.38)
C (-0.74, 1.59, -3.50)
C (4.38, 1.75, 0.71)
B (0.74, -3.53, 1.20)
H (-1.60, -0.05, -2.35)
H (4.82, 1.52, -1.40)
H (-4.18, -2.04, 0.50)
H (4.96, 2.67, 0.81)
H (1.78, -2.15, -0.70)
H (-3.41, -1.67, 3.44)
H (-1.35, 3.55, -0.27)
H (-2.58, -2.50, 1.22)
H (-0.31, 4.70, -2.24)
H (-0.62, 0.97, -4.39)
H (2.44, -0.38, 2.55)
H (-5.00, -1.36, 2.72)
H (3.79, 1.68, 2.80)
H (-4.39, -3.02, 2.83)
H (0.10, 3.39, -4.35)
H (-1.95, 1.70, 0.84)
H (3.46, -0.58, -1.63)

Results
**HOMO**: -7.324 eV
**E_LUMO**: -2.15 eV
**Orbital gap**: 5.2 eV

---

C16H17CaN3O7S4Se | ωB97M-V/def2-TZVPD

Atoms and positions in Å:
Se (-0.65, -2.40, 2.61)
Ca (-0.64, 0.34, -0.39)
S (0.16, -3.55, -1.52)
S (3.04, -1.89, -2.21)
S (-1.50, -2.34, -1.09)
S (1.31, -2.70, -3.03)
O (1.38, -0.37, 1.22)
O (0.54, 2.39, 3.20)
O (1.04, -0.22, -1.49)
O (3.13, 0.69, -1.23)
O (-2.86, 1.08, -0.82)
O (-0.05, 3.52, -3.43)
O (-0.60, 1.46, 1.50)
N (-1.16, 2.13, -1.94)
N (-2.60, -1.23, 4.25)
N (-2.14, -3.25, 4.93)
C (2.25, -0.42, -1.09)
C (-3.70, -3.28, 6.91)
C (-4.63, -2.49, 7.59)
C (-4.30, -0.66, 6.03)
C (-1.07, 3.04, -2.96)
C (-2.47, 3.41, -3.48)
C (0.44, 1.66, 2.21)
C (-1.54, -4.56, 5.03)
C (-2.46, 1.92, -1.65)
C (-3.09, -2.74, 5.80)
C (-1.81, -2.32, 3.96)
C (-4.92, -1.20, 7.15)
C (1.71, 0.93, 1.72)
C (2.33, -0.98, 0.34)
C (-3.40, 2.83, -2.42)
C (-3.38, -1.45, 5.36)
H (3.35, -0.89, 0.74)
H (-3.46, -4.29, 7.25)
H (-2.59, 2.92, -4.45)
H (-5.64, -0.60, 7.70)
H (-4.26, 2.27, -2.79)
H (-5.12, -2.88, 8.47)
H (2.03, -2.02, 0.30)
H (-0.92, -4.71, 4.15)
H (2.72, 1.20, -1.95)
H (-2.53, -0.40, 3.69)
H (-4.52, 0.35, 5.69)
H (-3.76, 3.59, -1.73)
H (2.15, 1.54, 0.92)
H (-0.91, -4.63, 5.93)
H (-2.31, -5.33, 5.07)
H (2.42, 0.86, 2.54)
H (-2.54, 4.49, -3.63)

Results
**HOMO**: -1.137 eV
**Charge**: -2
**E_LUMO**: 3.85 eV
**Relative energy (zero: lowest compared OMol25 entry of this formula, charge and spin)**: 2.067 eV
**Orbital gap**: 5.0 eV

---

C16H17Cl2N3 | ωB97M-V/def2-TZVPD

Atoms and positions in Å:
Cl (-0.38, 2.20, -0.53)
Cl (-0.38, 0.53, -2.97)
N (-4.39, 2.94, 1.42)
N (3.70, 0.80, -2.47)
N (0.50, -2.43, 3.62)
C (1.74, -2.16, 3.23)
C (2.00, -1.45, 2.08)
C (3.46, 0.03, -3.52)
C (-5.70, 2.91, 1.23)
C (-4.36, 0.62, 0.81)
C (-0.33, -1.15, 1.75)
C (-3.73, 1.80, 1.17)
C (0.57, 1.47, -1.83)
C (3.89, -1.29, -3.58)
C (4.33, 0.28, -1.41)
C (-5.74, 0.59, 0.65)
C (0.97, -0.93, 1.31)
C (-6.43, 1.74, 0.96)
C (4.66, -1.08, -1.36)
C (4.50, -1.87, -2.48)
C (-0.51, -1.96, 2.87)
H (3.01, -1.14, 1.83)
H (1.33, 0.85, -1.35)
H (1.27, -0.38, 0.43)
H (-2.65, 1.80, 1.23)
H (3.73, -1.85, -4.50)
H (-1.22, -0.74, 1.29)
H (-7.50, 1.87, 0.96)
H (-6.25, -0.32, 0.37)
H (-3.81, -0.27, 0.54)
H (1.19, 2.23, -2.29)
H (-1.46, -2.11, 3.36)
H (4.90, -2.88, -2.52)
H (5.35, -1.41, -0.58)
H (2.85, 0.39, -4.34)
H (2.54, -2.49, 3.87)
H (-6.18, 3.87, 1.39)
H (4.50, 1.01, -0.63)

Results
**HOMO**: -9.640 eV
**E_LUMO**: 0.60 eV
**Relative energy (zero: lowest compared OMol25 entry of this formula, charge and spin)**: 0.417 eV
**Orbital gap**: 10.2 eV
**Structure (SMILES)**: c1ccncc1.c1ccncc1.c1ccncc1.ClCCl

---

no.,E_tot (eV)
1,-48578.774
2,-61041.166
3,-44528.507
4,-62746.182
5,-162804.860
6,-46381.728